Record 1
{"formula": "C47H47CuGeN3O4S", "method": "ωB97M-V with the def2-TZVPD basis set", "homo_ev": [-0.9981, -0.9458], "s2": 0.76, "gap_ev": [4.72, 4.67], "total_charge": -2, "lumo_energy_ev": [3.72, 3.72], "relative_energy_kj_mol": 180.1, "molar_mass_g_mol": 886.13, "multiplicity": 2, "symbols": ["Cu", "S", "C", "C", "N", "C", "H", "H", "H", "O", "C", "O", "C", "C", "C", "C", "C", "C", "N", "O", "O", "H", "H", "H", "H", "C", "C", "C", "C", "C", "C", "C", "C", "N", "C", "C", "C", "C", "C", "C", "C", "C", "C", "C", "H", "H", "H", "H", "H", "H", "H", "H", "H", "H", "H", "H", "H", "H", "H", "H", "H", "H", "H", "H", "H", "H", "H", "H", "C", "Ge", "C", "C", "C", "C", "C", "C", "C", "C", "C", "C", "C", "C", "C", "C", "C", "C", "C", "C", "H", "H", "H", "H", "H", "H", "H", "H", "H", "H", "H", "H", "H", "H", "H", "H"], "xyz": [[0.1103, -0.4396, -0.7096], [-3.6962, 4.3501, -2.7480], [-3.0763, 3.8878, -1.2173], [-2.4294, 2.6986, -1.3171], [-2.4161, 2.1464, -2.5762], [-3.0439, 2.8984, -3.4163], [-3.1978, 4.5041, -0.3426], [-1.8978, 2.1847, -0.5226], [-3.1632, 2.6605, -4.4635], [0.9258, -2.0206, -3.9621], [1.7270, -1.3338, -3.3117], [1.7213, -1.0214, -2.0969], [2.9276, -0.7750, -4.0970], [3.2090, -1.2548, -5.3694], [4.2921, -0.7712, -6.0947], [5.0979, 0.2193, -5.5623], [4.7927, 0.7036, -4.2977], [3.7300, 0.2205, -3.5520], [5.6358, 1.7731, -3.7429], [5.3176, 2.2689, -2.6858], [6.6126, 2.1267, -4.3896], [2.5467, -2.0131, -5.7674], [4.5064, -1.1618, -7.0823], [5.9421, 0.6247, -6.0993], [3.5108, 0.5989, -2.5628], [-2.4856, -4.4092, 4.0646], [-1.4721, -3.6399, 3.2508], [-0.2013, -3.4189, 3.7605], [0.7367, -2.7365, 2.9690], [2.1015, -2.4139, 3.5205], [0.3898, -2.3067, 1.7137], [-0.9159, -2.4746, 1.1498], [-1.8289, -3.1858, 1.9852], [-1.1253, -1.9421, -0.0636], [-2.3554, -2.1198, -0.8152], [-2.1401, -1.4296, -2.1740], [-3.3749, -1.5263, -3.0727], [-4.5689, -0.8647, -2.3799], [-4.8193, -1.5591, -1.0385], [-5.1207, -3.0427, -1.2812], [-3.9392, -3.7038, -2.0013], [-3.6994, -2.9979, -3.3383], [-2.6831, -3.5954, -1.1290], [-3.5723, -1.4298, -0.1583], [-2.2947, -4.3028, 5.1348], [-2.4527, -5.4772, 3.8274], [-3.5011, -4.0613, 3.8619], [0.0615, -3.7574, 4.7586], [2.5023, -3.2449, 4.1077], [2.0440, -1.5395, 4.1745], [2.8052, -2.1775, 2.7211], [1.1234, -1.7824, 1.1054], [-2.8425, -3.3712, 1.6621], [-1.2691, -1.8715, -2.6665], [-1.9066, -0.3733, -1.9981], [-3.1659, -1.0154, -4.0180], [-5.4631, -0.9324, -3.0144], [-4.3565, 0.1960, -2.2142], [-5.6753, -1.0915, -0.5366], [-6.0325, -3.1469, -1.8835], [-5.3011, -3.5463, -0.3242], [-4.1694, -4.7614, -2.1796], [-4.5890, -3.0849, -3.9768], [-2.8646, -3.4709, -3.8640], [-1.8193, -4.0190, -1.6511], [-2.8201, -4.1782, -0.2179], [-3.7688, -1.8442, 0.8321], [-3.3113, -0.3746, -0.0184], [0.4654, 1.4374, -0.3999], [1.1667, 2.1113, 1.2302], [0.1669, 1.4491, 2.7894], [-0.8916, 0.5611, 2.6031], [-1.5881, 0.0411, 3.6874], [-1.2445, 0.4174, 4.9777], [-0.1968, 1.3075, 5.1822], [0.5058, 1.8090, 4.0942], [1.2611, 4.0807, 1.4959], [0.3919, 4.7683, 2.3425], [0.4469, 6.1523, 2.4687], [1.3813, 6.8798, 1.7455], [2.2567, 6.2138, 0.8966], [2.1927, 4.8323, 0.7762], [3.0576, 1.5380, 1.4315], [3.5140, 0.4670, 0.6607], [4.8265, 0.0232, 0.7659], [5.7076, 0.6429, 1.6413], [5.2706, 1.7135, 2.4102], [3.9569, 2.1532, 2.3014], [0.6136, 2.1238, -1.2430], [-1.1302, 0.2271, 1.5971], [-2.3686, -0.6920, 3.5202], [-1.7746, -0.0033, 5.8248], [0.0874, 1.5912, 6.1900], [1.3370, 2.4871, 4.2660], [-0.3402, 4.2107, 2.9177], [-0.2406, 6.6624, 3.1348], [1.4284, 7.9587, 1.8421], [2.9910, 6.7723, 0.3272], [2.8853, 4.3248, 0.1119], [2.8408, -0.0172, -0.0431], [5.1578, -0.8074, 0.1529], [6.7334, 0.3002, 1.7181], [5.9548, 2.2107, 3.0895], [3.6336, 3.0028, 2.8963]], "forces_ev_per_a": [[-0.116, 0.287, 0.322], [-0.002, -0.056, -0.007], [0.015, -0.024, 0.046], [0.053, -0.009, -0.022], [-0.079, 0.019, -0.067], [0.002, 0.055, 0.051], [0.007, 0.011, -0.001], [-0.005, -0.008, -0.041], [-0.006, 0.008, -0.009], [-0.006, 0.001, -0.034], [-0.026, -0.055, 0.104], [0.036, -0.057, -0.018], [-0.022, 0.007, -0.032], [0.017, 0.020, 0.020], [-0.028, -0.017, -0.008], [0.056, 0.061, 0.031], [-0.079, -0.151, -0.030], [0.071, 0.048, 0.010], [-0.024, 0.116, -0.087], [-0.034, -0.019, 0.123], [0.068, -0.046, -0.044], [0.002, -0.002, 0.003], [0.002, 0.004, -0.002], [0.000, -0.005, -0.005], [-0.023, -0.005, 0.009], [0.000, 0.000, -0.005], [0.001, -0.017, -0.021], [-0.009, 0.015, 0.024], [-0.018, 0.043, 0.013], [-0.011, -0.003, -0.008], [-0.016, 0.034, -0.015], [0.021, -0.135, -0.033], [0.035, 0.005, -0.025], [0.171, 0.099, -0.200], [-0.039, 0.024, 0.032], [-0.005, 0.024, -0.020], [0.000, -0.004, 0.007], [-0.002, 0.013, 0.005], [-0.016, -0.007, -0.012], [0.006, -0.001, -0.004], [-0.006, 0.003, 0.015], [-0.004, -0.005, -0.006], [0.027, -0.003, -0.001], [0.029, -0.015, -0.011], [0.002, 0.000, -0.001], [-0.002, 0.002, -0.001], [-0.003, 0.000, 0.002], [-0.002, 0.001, -0.001], [0.001, 0.006, -0.004], [0.015, 0.016, 0.018], [-0.005, 0.003, 0.010], [0.007, -0.003, 0.005], [-0.022, -0.028, -0.028], [0.010, -0.025, -0.005], [-0.015, -0.002, 0.009], [0.001, 0.004, -0.005], [-0.004, -0.001, 0.003], [-0.004, -0.014, -0.005], [0.005, 0.003, 0.001], [0.000, 0.003, 0.002], [0.001, -0.002, 0.000], [0.003, 0.003, 0.000], [-0.001, 0.002, -0.002], [0.005, 0.000, 0.003], [0.002, 0.010, 0.002], [0.000, 0.003, 0.063], [-0.023, 0.015, -0.005], [-0.012, 0.007, 0.007], [0.073, -0.216, -0.108], [0.061, -0.100, -0.150], [0.016, -0.010, 0.025], [0.060, -0.067, -0.020], [-0.014, -0.014, 0.044], [-0.002, -0.001, -0.005], [0.037, -0.024, 0.013], [-0.021, 0.010, 0.008], [0.006, -0.001, -0.010], [-0.020, 0.005, -0.015], [-0.003, 0.000, 0.002], [0.003, 0.010, 0.004], [0.008, 0.005, -0.013], [-0.003, -0.003, 0.015], [-0.081, -0.012, 0.013], [0.014, -0.021, -0.017], [-0.001, -0.012, -0.024], [0.004, 0.005, 0.009], [-0.001, 0.000, -0.001], [-0.014, 0.013, 0.020], [-0.071, 0.060, 0.062], [-0.051, 0.055, 0.006], [0.011, 0.006, -0.015], [-0.007, 0.007, 0.007], [-0.003, 0.006, 0.004], [-0.003, 0.010, 0.014], [0.001, 0.010, -0.003], [0.000, 0.001, 0.000], [0.001, 0.000, 0.000], [-0.001, 0.002, -0.002], [0.002, 0.005, -0.002], [-0.016, 0.021, 0.011], [0.010, 0.004, 0.006], [0.001, -0.003, 0.000], [0.001, -0.002, 0.002], [-0.001, -0.006, 0.002]], "lowdin_charge": [0.2729, 0.9304, -0.4172, -0.2430, 0.0064, -0.4986, 0.0574, 0.0742, 0.0649, -0.0177, -0.6336, -0.0703, -0.0962, -0.0184, -0.0820, -0.0336, -0.1461, 0.0705, -0.3593, 0.0805, 0.0290, 0.1101, 0.0931, 0.1035, 0.1219, -0.0782, -0.3229, -0.0757, -0.2985, -0.0567, -0.0141, -0.2962, -0.0313, 0.0133, -0.4546, -0.1044, -0.2824, -0.1306, -0.2928, -0.1319, -0.2966, -0.1308, -0.0785, -0.0794, 0.0612, 0.0677, 0.0638, 0.0917, 0.0636, 0.0730, 0.0659, 0.0954, 0.0741, 0.1105, 0.0878, 0.1350, 0.1091, 0.0997, 0.1288, 0.1072, 0.1129, 0.1273, 0.1076, 0.1181, 0.1305, 0.0999, 0.1001, 0.1202, -0.2748, 0.8695, -0.2662, -0.0984, -0.0820, -0.1095, -0.1175, -0.1331, -0.2633, -0.1158, -0.1155, -0.1277, -0.1102, -0.1132, -0.2508, -0.1011, -0.0943, -0.1189, -0.1161, -0.1230, -0.0591, 0.0648, 0.0976, 0.0882, 0.0852, 0.0911, 0.0890, 0.0880, 0.0850, 0.0908, 0.1027, 0.0697, 0.0990, 0.0865, 0.0862, 0.0899]}

---

Record 2
{"formula": "C47H47N4O4P2STl", "method": "ωB97M-V with the def2-TZVPD basis set", "homo_ev": [-0.4170, -0.0258], "gap_ev": [4.04, 3.65], "total_charge": -2, "lumo_energy_ev": [3.62, 3.62], "relative_energy_kj_mol": 8.6, "molar_mass_g_mol": 1030.32, "multiplicity": 1, "symbols": ["Tl", "C", "N", "C", "P", "C", "C", "C", "C", "C", "C", "C", "C", "C", "C", "C", "C", "C", "C", "C", "C", "C", "C", "P", "C", "C", "C", "C", "C", "C", "C", "C", "C", "C", "C", "C", "H", "H", "H", "H", "H", "H", "H", "H", "H", "H", "H", "H", "H", "H", "H", "H", "H", "H", "H", "H", "H", "H", "H", "H", "H", "H", "H", "H", "H", "C", "C", "S", "O", "O", "C", "C", "N", "C", "N", "C", "C", "N", "O", "O", "C", "H", "H", "H", "H", "H", "H", "H", "H", "H", "H", "H", "H", "H", "C", "C", "C", "C", "C", "C", "C", "H", "H", "H", "H", "H"], "xyz": [[-0.3097, -0.1730, -2.3699], [1.7305, -0.8384, 1.9261], [2.8313, 0.0426, 1.6133], [2.8953, 0.6232, 0.2869], [2.8616, -0.6380, -1.1226], [4.0846, 0.1378, -2.2678], [5.3222, -0.4325, -2.5710], [6.1928, 0.1863, -3.4583], [5.8441, 1.3904, -4.0530], [4.6104, 1.9581, -3.7690], [3.7297, 1.3355, -2.8947], [3.9129, -1.9462, -0.3431], [5.0529, -1.7013, 0.4228], [5.7282, -2.7361, 1.0510], [5.2799, -4.0447, 0.9140], [4.1548, -4.3091, 0.1476], [3.4764, -3.2637, -0.4687], [3.7984, 0.2914, 2.5633], [4.0512, -0.6238, 3.5995], [5.0172, -0.3679, 4.5591], [5.7743, 0.7940, 4.5240], [5.5300, 1.7066, 3.5047], [4.5607, 1.4727, 2.5458], [0.0951, -0.2508, 1.2120], [-0.9785, -1.2308, 2.3284], [-0.9039, -2.6250, 2.2743], [-1.7800, -3.4143, 3.0030], [-2.7679, -2.8243, 3.7815], [-2.8628, -1.4409, 3.8286], [-1.9729, -0.6503, 3.1135], [-0.0026, 1.4270, 1.9150], [0.6505, 1.8252, 3.0834], [0.6203, 3.1514, 3.4812], [-0.0605, 4.0921, 2.7160], [-0.7246, 3.7039, 1.5643], [-0.6942, 2.3739, 1.1634], [1.6276, -0.9007, 3.0102], [1.9033, -1.8614, 1.5623], [3.8042, 1.2120, 0.1931], [2.0475, 1.2849, 0.0727], [5.6148, -1.3716, -2.1200], [7.1476, -0.2765, -3.6804], [6.5283, 1.8790, -4.7372], [4.3181, 2.8957, -4.2258], [2.7428, 1.7533, -2.7039], [5.4158, -0.6866, 0.5379], [6.5983, -2.5175, 1.6583], [5.8052, -4.8532, 1.4083], [3.7973, -5.3258, 0.0367], [2.5849, -3.4642, -1.0535], [3.5163, -1.5627, 3.6275], [5.1868, -1.1049, 5.3359], [6.5303, 0.9879, 5.2737], [6.0881, 2.6346, 3.4617], [4.3625, 2.2326, 1.8031], [-0.1682, -3.1019, 1.6348], [-1.7031, -4.4937, 2.9483], [-3.4653, -3.4393, 4.3371], [-3.6379, -0.9704, 4.4214], [-2.0584, 0.4286, 3.1533], [1.1994, 1.1092, 3.6832], [1.1448, 3.4550, 4.3797], [-0.0567, 5.1349, 3.0099], [-1.2246, 4.4329, 0.9420], [-1.1675, 2.0760, 0.2347], [-6.8746, -3.8429, -5.0488], [-6.4527, -3.8817, -3.5876], [-7.1041, -2.4424, -2.7345], [-8.5005, -2.7081, -2.4753], [-6.7137, -1.2908, -3.4964], [-6.2269, -2.4935, -1.1804], [-6.2230, -1.1749, -0.4026], [-5.2665, -0.2154, -0.9052], [-3.9017, -0.3937, -0.8986], [-3.2750, 0.6378, -1.3998], [-4.2451, 1.5444, -1.7599], [-5.4942, 1.0477, -1.4495], [-6.7239, 1.6473, -1.5749], [-6.7583, 2.8041, -2.1143], [-7.7800, 1.0698, -1.0935], [-3.2206, -1.6116, -0.3753], [-6.4810, -4.7156, -5.5717], [-6.4947, -2.9431, -5.5279], [-7.9607, -3.8486, -5.1393], [-5.3679, -3.8653, -3.4834], [-6.8502, -4.7570, -3.0734], [-5.2134, -2.8288, -1.3928], [-6.7351, -3.2660, -0.6007], [-5.9710, -1.4229, 0.6336], [-7.1970, -0.6823, -0.4249], [-4.0256, 2.5044, -2.1885], [-3.6684, -1.9872, 0.5489], [-2.1854, -1.3475, -0.1729], [-3.1932, -2.4292, -1.1043], [0.6768, 1.7110, -1.7750], [0.6547, 3.0891, -1.6652], [1.7406, 3.8852, -1.1472], [1.6446, 5.2548, -0.9886], [0.4978, 5.9674, -1.3347], [-0.5730, 5.2297, -1.8655], [-0.5113, 3.8676, -2.0265], [2.6635, 3.4000, -0.8518], [2.5014, 5.7839, -0.5780], [0.4372, 7.0408, -1.2070], [-1.4888, 5.7401, -2.1509], [-1.3690, 3.3364, -2.4254]], "forces_ev_per_a": [[-0.066, 0.094, 0.002], [0.000, -0.036, 0.108], [-0.019, -0.001, -0.027], [0.068, 0.058, -0.049], [0.145, -0.036, 0.100], [0.032, -0.003, 0.035], [-0.032, -0.031, -0.020], [-0.007, 0.000, -0.005], [0.021, -0.008, -0.011], [-0.044, 0.015, 0.037], [0.065, 0.003, 0.018], [-0.075, -0.041, -0.031], [0.014, 0.033, 0.013], [-0.015, 0.014, -0.006], [-0.007, -0.001, -0.006], [0.016, 0.001, 0.002], [0.008, -0.007, -0.017], [0.015, 0.045, 0.054], [0.011, -0.003, -0.005], [0.000, -0.008, -0.003], [-0.007, -0.001, -0.003], [0.003, 0.002, -0.006], [0.019, 0.010, 0.005], [0.004, -0.035, -0.039], [-0.018, -0.015, 0.028], [-0.014, -0.020, 0.024], [0.004, -0.004, -0.001], [0.001, 0.000, -0.002], [0.003, -0.010, 0.003], [-0.004, 0.001, 0.008], [0.061, 0.011, 0.009], [-0.022, -0.021, -0.040], [0.000, 0.025, 0.037], [-0.019, 0.004, -0.004], [0.035, -0.012, 0.009], [-0.044, -0.028, -0.085], [-0.003, 0.005, -0.030], [-0.048, 0.003, -0.025], [0.003, -0.038, -0.017], [-0.054, 0.041, 0.005], [0.006, -0.001, 0.011], [0.002, 0.003, 0.000], [-0.005, 0.000, 0.000], [0.001, -0.004, -0.017], [-0.042, 0.041, 0.000], [-0.002, 0.009, -0.001], [0.004, -0.002, 0.000], [0.000, -0.004, 0.002], [0.000, 0.000, -0.001], [-0.009, 0.003, 0.009], [-0.010, -0.007, -0.002], [0.010, 0.008, 0.004], [0.001, 0.001, 0.002], [0.006, -0.001, 0.010], [-0.014, -0.005, -0.014], [0.002, 0.011, -0.006], [-0.003, -0.004, -0.002], [0.002, 0.001, 0.001], [0.000, 0.005, -0.001], [-0.003, -0.001, -0.005], [0.018, -0.026, 0.003], [0.004, -0.001, 0.005], [0.001, 0.003, 0.001], [-0.017, 0.034, -0.032], [-0.013, 0.010, -0.002], [-0.024, -0.048, 0.008], [-0.024, -0.034, 0.010], [0.037, 0.003, -0.013], [-0.030, 0.010, -0.032], [0.018, 0.002, -0.002], [-0.031, -0.042, 0.065], [-0.022, 0.004, -0.011], [-0.006, -0.020, 0.019], [0.057, -0.003, 0.025], [0.018, 0.039, -0.031], [-0.044, 0.024, 0.048], [-0.010, -0.031, 0.005], [0.036, -0.019, 0.006], [0.006, 0.063, -0.039], [-0.022, -0.066, 0.047], [0.040, -0.004, -0.017], [0.002, 0.010, -0.004], [0.008, 0.015, -0.004], [-0.007, 0.013, 0.014], [0.018, 0.059, -0.026], [0.021, -0.010, 0.038], [-0.007, 0.025, -0.058], [-0.003, -0.006, -0.003], [-0.020, 0.010, -0.003], [0.010, 0.018, -0.022], [0.015, 0.011, -0.008], [-0.013, 0.011, 0.018], [-0.007, -0.015, 0.013], [-0.010, -0.007, 0.004], [0.127, -0.048, -0.162], [-0.129, 0.030, 0.013], [-0.025, 0.056, 0.026], [0.013, -0.022, -0.018], [-0.008, -0.005, -0.012], [0.000, -0.004, 0.037], [0.008, -0.010, 0.025], [0.038, -0.104, 0.009], [-0.003, 0.017, 0.005], [-0.001, 0.006, 0.003], [0.003, 0.012, 0.001], [0.000, -0.017, -0.002]], "lowdin_charge": [0.3928, -0.3258, -0.1758, -0.3122, 1.0347, -0.3503, -0.1041, -0.1110, -0.1153, -0.0805, -0.0907, -0.3948, -0.1039, -0.0866, -0.1059, -0.1006, -0.1140, -0.2613, -0.0415, -0.1096, -0.1299, -0.1032, -0.0261, 1.0727, -0.3812, -0.1153, -0.1046, -0.1136, -0.0930, -0.0780, -0.3801, -0.0950, -0.0964, -0.0873, -0.0588, -0.0886, 0.0785, 0.0781, 0.0792, 0.0336, 0.0880, 0.0901, 0.0893, 0.1033, 0.0479, 0.1122, 0.1003, 0.0916, 0.0935, 0.0970, 0.1031, 0.0939, 0.0848, 0.0965, 0.1068, 0.1007, 0.0939, 0.0908, 0.0984, 0.1038, 0.0957, 0.0920, 0.0952, 0.1034, 0.0822, -0.1301, -0.3119, 0.6378, -0.3295, -0.2781, -0.2177, -0.1523, 0.0335, -0.3805, 0.0633, -0.0719, -0.1947, -0.4081, -0.1267, -0.1622, -0.0485, 0.0691, 0.0740, 0.0754, 0.0963, 0.0955, 0.0729, 0.1057, 0.1214, 0.1010, 0.0912, 0.0752, -0.0010, 0.0688, -0.3667, -0.4573, -0.1097, -0.1660, -0.1810, -0.1579, -0.1031, 0.0714, 0.0795, 0.0586, 0.0871, 0.0881]}